C5H6N | ωB97M-V/def2-TZVPD

Calculated values
HOMO   -14.22 eV
DFT total energy   -6759.41068 eV
Lowest unoccupied orbital energy   -5.5 eV
SMILES   C1=CC1[C@@H]1C=[NH+]1
Kohn-Sham gap   8.7 eV
ΔE to the lowest compared entry with this formula, charge and spin   556.4 kJ/mol
Net charge   +1

Last columns: bonded neighbours and bond lengths (Å).
Geometry (Å):
1 C -1.88 0.08 0.54  C2 1.525, C5 1.341, H7 1.070
2 C -0.69 0.56 -0.28  C1 1.525, C3 1.460, C5 1.446, H8 1.131
3 C 0.62 0.51 0.35  C2 1.460, C4 1.492, N6 1.518, H9 1.091
4 C 1.91 0.21 -0.35  C3 1.492, N6 1.246, H10 1.075
5 C -1.34 -0.73 -0.37  C1 1.341, C2 1.446, H11 1.076
6 N 1.45 -0.77 0.27  C3 1.518, C4 1.246, H12 1.006
7 H -2.39 0.35 1.45  C1 1.070
8 H -0.84 1.35 -1.08  C2 1.131
9 H 0.62 1.07 1.28  C3 1.091
10 H 2.60 0.53 -1.10  C4 1.075
11 H -1.32 -1.43 -1.19  C5 1.076
12 H 1.26 -1.73 0.48  N6 1.006

These are the Mulliken partial charges, in e, on atoms 1 to 6: C -0.347; C -0.521; C 0.025; C 0.016; C -0.421; N -0.100